The following is a quantum chemistry calculation of C5H8FNS in the gas phase in a non-equilibrium geometry, from the OMol25 dataset.

Positions of all 16 atoms, in Å:
F -0.125 2.227 0.226
C -0.809 1.053 0.317
C -0.971 0.439 -1.062
N -0.682 -0.959 -0.884
C -0.075 -1.191 0.434
C 1.177 -0.423 0.779
S 2.070 0.590 -0.439
C -0.160 0.070 1.241
H -1.747 1.273 0.850
H -2.007 0.490 -1.572
H -0.347 0.972 -1.811
H -0.151 -1.411 -1.671
H -0.251 -2.136 0.845
H 1.818 -0.643 1.621
H 2.665 -0.389 -1.142
H -0.402 0.039 2.268

## Properties
- total charge = 0
- ΔE to the lowest compared entry with this formula, charge and spin (kJ/mol) = 105.1
- HOMO energy (eV) = -8.7
- LUMO (Eh) = 0.029
- electronic energy (Ha) = -748.06589

The following is a quantum chemistry calculation of a molecular structure, C28H49B3Cl11NO4S2 in a non-equilibrium geometry, from the OMol25 dataset.

Positions of all 98 atoms, in Å:
C -1.902 0.011 1.059
C -2.890 1.195 1.468
C -2.506 1.799 2.875
C -1.669 3.150 2.797
N -0.592 3.130 1.779
C 0.650 3.815 2.232
C 1.920 3.152 1.587
C 2.008 1.589 1.789
C 3.535 1.122 1.875
B 4.246 1.202 0.433
O 5.618 0.886 0.191
B 5.801 0.223 -1.037
Cl 7.071 -1.081 -1.167
O 5.025 0.547 -2.180
B 3.683 0.647 -1.669
C 2.626 -0.405 -2.266
O 1.250 -0.070 -2.013
C 0.467 -0.921 -2.820
C 0.334 -0.502 -4.235
C -0.485 -1.272 -5.169
C -0.597 -0.745 -6.636
C -1.163 -2.456 -4.645
C -1.020 -2.883 -3.243
C -0.187 -2.119 -2.271
C -0.123 -2.630 -0.786
C 1.223 -2.346 -0.028
C -0.280 -4.225 -0.807
O 3.425 1.609 -0.672
C -0.991 3.723 0.520
S -0.662 2.874 -0.862
S -1.824 5.344 0.342
C -0.760 6.503 -0.618
C -1.603 7.014 -1.871
C -1.837 5.809 -2.870
H -2.108 -0.813 1.808
H -2.226 -0.399 0.065
H -0.826 0.320 1.092
H -3.017 1.952 0.654
H -3.897 0.698 1.593
H -1.969 1.020 3.468
H -3.458 2.056 3.414
H -1.222 3.288 3.826
H -2.410 3.993 2.676
H 0.602 4.879 1.834
H 0.795 3.820 3.343
H 1.865 3.317 0.470
H 2.898 3.598 1.913
H 1.541 1.005 0.949
H 1.494 1.233 2.730
H 3.633 0.055 2.210
H 4.117 1.776 2.595
H 2.916 -1.416 -1.832
H 2.872 -0.494 -3.369
H 0.853 0.410 -4.626
H 0.019 0.192 -6.724
H -0.161 -1.498 -7.350
H -1.638 -0.471 -6.943
H -1.817 -3.036 -5.339
H -1.601 -3.791 -2.967
H -1.042 -2.251 -0.267
H 1.366 -1.240 0.161
H 1.117 -2.797 0.999
H 2.108 -2.804 -0.518
H -1.332 -4.539 -1.093
H -0.023 -4.579 0.230
H 0.484 -4.706 -1.490
H -0.590 7.419 0.021
H 0.242 6.092 -0.901
H -2.611 7.307 -1.474
H -1.119 7.905 -2.361
H -0.920 5.180 -2.980
H -2.676 5.174 -2.461
H -2.228 6.197 -3.856
C -7.155 -0.742 2.042
Cl -6.688 0.886 2.546
Cl -6.305 -1.229 0.571
H -6.909 -1.440 2.838
H -8.225 -0.759 1.853
C 4.032 -2.971 2.392
Cl 3.358 -3.883 1.035
Cl 2.755 -2.195 3.339
H 4.581 -3.653 3.036
H 4.702 -2.207 2.006
C -2.399 -7.176 0.214
Cl -1.951 -7.007 -1.488
Cl -2.753 -5.605 0.942
H -3.284 -7.802 0.286
H -1.574 -7.639 0.749
C 5.610 -5.743 -0.954
Cl 6.471 -6.256 0.503
Cl 5.507 -7.054 -2.135
H 4.606 -5.438 -0.679
H 6.142 -4.907 -1.401
C -3.607 1.011 6.480
Cl -4.668 2.308 5.917
Cl -3.364 -0.220 5.233
H -2.643 1.437 6.747
H -4.058 0.544 7.351

## Properties
- total charge = 0
- HOMO energy (eV) = -8.1
- LUMO (Eh) = -0.012
- electronic energy (Ha) = -7385.18791